No. 1
Computed, not measured: a structure of composition C34H55CaClN3OP2 in a non-equilibrium geometry, with ωB97M-V/def2-TZVPD.

## Properties
* relative energy (zero: lowest compared OMol25 entry of this formula, charge and spin): 8.2 kcal per mole
* gap between HOMO and LUMO: 6.676 eV
* charge: +1
* HOMO: -9.279 eV
* E_tot: -3388.43063 Ha

Positions of all 97 atoms, in Å:
C1 -0.4566 2.3885 -1.8673
C2 -1.5215 0.3080 -1.9053
C3 -1.1460 2.7953 -3.0152
C4 -2.1525 0.6171 -3.1112
C5 -1.9580 1.8803 -3.6758
H1 -0.9982 3.8171 -3.3549
H2 -2.7897 -0.1325 -3.5636
H3 -2.4562 2.1441 -4.6052
N1 -0.7153 1.1997 -1.2854
P1 1.8632 2.3564 -0.3010
P2 -2.1327 -1.0418 0.5954
C6 0.6220 3.3107 -1.2684
H4 1.1313 3.9229 -2.0372
H5 0.1654 4.0404 -0.5727
C7 -1.6806 -1.0940 -1.3032
H6 -2.4984 -1.6362 -1.8002
C8 -2.0801 -2.8366 1.2262
C9 -3.8315 -0.2625 0.8438
C10 3.0111 1.5780 -1.6266
C11 2.7115 3.4837 0.9760
C12 -0.6551 -3.0953 1.7601
H7 -0.4532 -2.5129 2.6689
H8 -0.5763 -4.1635 2.0120
H9 0.1277 -2.8672 1.0218
C13 -3.0470 -3.0873 2.3931
H10 -2.8333 -2.4359 3.2517
H11 -4.1019 -3.0001 2.1028
H12 -2.8870 -4.1254 2.7278
C14 -2.3882 -3.8042 0.0817
H13 -2.4803 -4.8152 0.5102
H14 -3.3339 -3.5817 -0.4360
H15 -1.5692 -3.8227 -0.6516
C15 -4.0265 -0.0296 2.3725
H16 -3.0825 0.1175 2.9190
H17 -4.6326 0.8769 2.5222
H18 -4.5768 -0.8604 2.8272
C16 -3.8541 1.1070 0.1293
H19 -2.9864 1.7273 0.3961
H20 -3.8948 0.9927 -0.9609
H21 -4.7608 1.6398 0.4587
C17 -4.9357 -1.1658 0.2539
H22 -4.5812 -1.9377 -0.4468
H23 -5.5085 -1.6626 1.0474
H24 -5.6445 -0.5294 -0.2991
C18 3.7741 2.6365 1.7013
H25 4.2849 3.2839 2.4261
H26 3.3166 1.8062 2.2615
H27 4.5358 2.2248 1.0240
C19 1.6749 3.9376 2.0259
H28 0.8372 4.4929 1.5826
H29 1.2754 3.0986 2.6106
H30 2.1949 4.6060 2.7294
C20 3.3465 4.7148 0.3113
H31 2.7160 5.1557 -0.4751
H32 3.4950 5.4845 1.0858
H33 4.3339 4.4864 -0.1071
C21 2.2464 1.2014 -2.9090
H34 1.8075 2.0704 -3.4195
H35 2.9612 0.7345 -3.6077
H36 1.4542 0.4694 -2.6998
C22 3.5987 0.2796 -1.0050
H37 2.9985 -0.6074 -1.2785
H38 4.6264 0.1480 -1.3818
H39 3.6565 0.3045 0.0970
C23 4.1283 2.5527 -2.0156
H40 3.7393 3.5209 -2.3649
H41 4.8423 2.7133 -1.1979
H42 4.6853 2.1005 -2.8538
Ca1 0.4470 0.1249 0.7193
C24 -1.1991 1.8735 1.9781
O1 -1.7461 2.6973 2.5685
N2 0.6769 -1.5516 -0.7397
C25 -0.2119 -1.8879 -1.5261
C26 -0.0278 -2.8785 -2.7596
C27 -1.3351 -3.2684 -3.4208
C28 0.8036 -2.1420 -3.8059
C29 0.7555 -4.1382 -2.3119
H43 -2.0273 -3.7783 -2.7460
H44 -1.8308 -2.3993 -3.8603
H45 -1.1021 -3.9611 -4.2364
H46 1.7402 -1.7802 -3.3623
H47 1.0499 -2.8318 -4.6229
H48 0.2492 -1.2883 -4.2178
H49 0.3026 -5.0478 -2.7338
H50 1.7919 -4.0851 -2.6704
H51 0.7890 -4.2311 -1.2198
Cl1 -0.3790 -0.2397 6.6005
C30 0.7437 -0.4055 5.3219
C31 2.0505 -0.8470 5.5630
C32 2.9047 -1.0243 4.4762
C33 2.4291 -0.7409 3.1919
N3 1.1855 -0.2600 2.9833
C34 0.3347 -0.0895 4.0182
H52 2.3601 -1.0454 6.5859
H53 3.9300 -1.3826 4.5847
H54 3.0371 -0.9077 2.2948
H55 -0.6568 0.2981 3.7973



No. 2
Computed, not measured: a structure of composition C19H39IrN4O9P2Si2, with ωB97M-V/def2-TZVPD.

## Properties
* relative energy (zero: lowest compared OMol25 entry of this formula, charge and spin): 3.8 kcal per mole
* gap between HOMO and LUMO (alpha / beta): 5.533 / 6.331 eV
* charge: -2
* expectation value of S²: 6.0261
* 2S+1: 5
* HOMO (alpha / beta): -1.016 / -2.112 eV
* E_tot: -3010.03406 Ha

Positions of all 76 atoms, in Å:
Ir1 0.6076 -0.5461 -0.1313
O1 1.1797 -2.9997 -2.7774
P1 1.0322 -3.6948 -1.3303
O2 1.6678 -5.0240 -1.3507
O3 1.4303 -2.6989 -0.2521
O4 -0.6057 -3.8926 -1.1809
P2 -1.7173 -2.8346 -1.6801
O5 -2.0466 -3.3093 -3.2037
O6 -2.9120 -3.0018 -0.8152
O7 -1.0359 -1.4892 -1.8351
H1 0.6463 -2.1743 -2.8035
H2 -2.4339 -4.1983 -3.1586
C1 4.1114 -0.9523 0.7666
Si1 3.9035 -0.4191 -0.9996
C2 4.2104 -1.8868 -2.1016
C3 5.4443 0.6470 -1.3420
N1 2.3530 0.3656 -1.2017
C4 2.0460 1.5251 -1.7963
C5 2.9915 2.3410 -2.4980
C6 2.6423 3.4873 -3.1584
C7 1.2978 3.9117 -3.1672
C8 0.3494 3.1789 -2.5069
C9 0.6576 1.9811 -1.7817
N2 -0.2563 1.2622 -1.1204
Si2 -1.9557 1.4214 -1.4739
C10 -2.5607 3.1436 -0.8952
C11 -3.1987 0.2786 -0.6909
C12 -2.2352 1.2865 -3.3194
H3 5.1620 -1.2094 0.9551
H4 3.4899 -1.8353 0.9633
H5 3.7962 -0.1682 1.4602
H6 5.2792 -2.1268 -2.0378
H7 3.9578 -1.6902 -3.1500
H8 3.6434 -2.7616 -1.7812
H9 6.3098 0.0446 -1.0369
H10 5.4645 1.5830 -0.7659
H11 5.5696 0.8877 -2.4053
H12 4.0201 2.0255 -2.5160
H13 3.4016 4.0581 -3.6827
H14 1.0108 4.8157 -3.6924
H15 -0.6763 3.5230 -2.5184
H16 -1.7992 3.6535 -0.2903
H17 -3.4676 3.0432 -0.2844
H18 -2.8043 3.7987 -1.7452
H19 -3.2971 0.4332 0.3865
H20 -3.0073 -0.7847 -0.8759
H21 -4.1594 0.5426 -1.1557
H22 -1.4909 1.8539 -3.8894
H23 -3.2356 1.6459 -3.5908
H24 -2.1476 0.2304 -3.6024
O8 1.7786 -0.5173 4.0487
C13 1.6867 -0.7283 2.8272
O9 1.5155 0.1338 1.8942
H25 1.8073 -1.7687 2.4819
C14 -0.8047 1.8814 3.7092
C15 -1.4412 1.2291 2.4927
N3 -2.1607 -0.0180 2.7878
C16 -3.2784 0.1324 3.7080
C17 -3.0168 -0.4280 5.1031
C18 -1.8986 -1.2150 2.1667
C19 -2.7671 -2.4010 2.5176
N4 -0.9571 -1.4045 1.3102
H26 -0.2729 2.7814 3.3822
H27 -0.0681 1.2189 4.1680
H28 -1.5550 2.1820 4.4512
H29 -0.6740 1.0242 1.7656
H30 -2.1531 1.9278 2.0367
H31 -4.1854 -0.3017 3.2905
H32 -3.4685 1.2019 3.7865
H33 -2.9351 -1.5162 5.0807
H34 -3.8319 -0.1565 5.7827
H35 -2.0795 -0.0295 5.4960
H36 -3.7591 -2.1341 2.8732
H37 -2.2708 -2.9935 3.2903
H38 -2.8748 -3.0015 1.6139
H39 -0.9678 -2.3702 0.9963



No. 3
Computed, not measured: an isolated molecule of C5H10I2N2S2 in a non-equilibrium geometry, with ωB97M-V/def2-TZVPD.

## Properties
* gap between HOMO and LUMO (alpha / beta): 5.871 / 6.127 eV
* charge: 0
* expectation value of S²: 2.0093
* 2S+1: 3
* HOMO (alpha / beta): -6.194 / -8.826 eV
* E_tot: -1697.60792 Ha

Positions of all 21 atoms, in Å:
C1 1.2773 1.3999 0.0809
C2 0.7955 0.7352 -1.2596
C3 0.5136 -0.9660 0.5116
C4 0.7874 0.3875 1.2040
C5 -0.1047 -0.4391 -0.8794
N1 0.0971 -2.0885 1.3931
N2 -1.8284 0.3764 -2.6121
S1 -0.6870 1.1845 1.9361
S2 -1.8841 0.5431 -1.1289
I1 -0.6705 0.2573 4.1141
I2 -3.2677 -1.1767 0.0876
H1 2.3347 1.6471 0.2584
H2 0.9095 2.3293 0.2049
H3 0.3724 1.4342 -1.8760
H4 1.5597 0.4363 -1.8345
H5 1.4411 -1.2137 -0.0048
H6 -0.8414 -2.0491 1.7454
H7 1.6656 0.4649 1.8783
H8 -0.3015 -1.3240 -1.5556
H9 0.3541 -2.8995 0.8420
H10 -2.5226 0.9610 -3.1054



No. 4
Computed, not measured: a cluster of 2 separate species, C4H9N2O in total in a non-equilibrium geometry, with ωB97M-V/def2-TZVPD.

## Properties
* relative energy (zero: lowest compared OMol25 entry of this formula, charge and spin): 15.3 kcal per mole
* gap between HOMO and LUMO: 10.970 eV
* charge: +1
* HOMO: -14.012 eV
* E_tot: -342.33287 Ha

Positions of all 16 atoms, in Å:
C1 2.5642 -0.6665 0.9528
C2 1.1122 -0.3540 0.7125
C3 0.0783 -1.1709 1.0437
N1 -0.9484 -1.0094 0.1163
C4 -0.5218 -0.1877 -0.8438
N2 0.6345 0.2997 -0.4324
H1 3.1104 0.2068 1.3219
H2 2.5540 -1.4491 1.7060
H3 3.1087 -0.9434 0.0528
H4 0.0640 -1.8570 1.8736
H5 -1.8411 -1.4828 0.1154
H6 -1.0691 0.0243 -1.7443
H7 1.2471 0.7771 -1.0827
H8 -2.7212 2.4468 -1.9649
H9 -2.9847 2.7002 -0.5608
O1 -2.3053 2.3108 -1.0927